No. 1
A structure of composition C17H31CoN5O3S, computed with ωB97M-V/def2-TZVPD.

- largest force on an atom (eV/A) = 0.884
- ΔE to the lowest compared entry with this formula, charge and spin (kJ/mol) = 37.49
- HOMO level (alpha / beta) (eV) = -11.91 / -11.91
- E_LUMO (alpha / beta) (eV) = -2.84 / -2.83
- charge = +1
- Kohn-Sham gap (alpha / beta) (eV) = 9.06 / 9.07

CARTESIAN COORDINATES (ANGSTROEM)
Co -0.794 -0.530 -0.468
N -1.604 0.721 -1.776
C -0.581 0.936 -2.838
C -0.279 -0.405 -3.469
N 0.093 -1.379 -2.427
C -0.514 -2.686 -2.716
C -1.920 -2.701 -2.151
N -1.815 -2.264 -0.746
C 1.534 -1.475 -2.161
C 1.773 -2.162 -0.820
N 0.954 -1.541 0.260
H -2.509 0.480 -2.174
H -1.725 1.588 -1.261
H 0.305 1.343 -2.352
H -0.931 1.656 -3.579
H 0.484 -0.327 -4.248
H -1.191 -0.765 -3.952
H 0.068 -3.474 -2.237
H -0.515 -2.903 -3.788
H -2.373 -3.690 -2.234
H -2.567 -1.996 -2.674
H -1.330 -2.983 -0.215
H -2.737 -2.195 -0.327
H 1.934 -0.466 -2.110
H 2.060 -2.017 -2.958
H 2.834 -2.091 -0.578
H 1.525 -3.223 -0.860
H 1.472 -0.736 0.606
H 0.885 -2.174 1.052
C -2.339 -2.031 2.449
C -1.916 -0.579 2.242
C -2.636 0.319 3.256
C -2.162 -0.059 0.835
H -2.239 -2.311 3.497
H -1.730 -2.741 1.881
H -3.387 -2.175 2.173
H -0.840 -0.499 2.444
H -3.716 0.289 3.093
H -2.312 1.356 3.164
H -2.442 -0.011 4.277
H -2.109 1.028 0.847
H -3.135 -0.360 0.429
O 4.475 0.758 0.209
S 3.625 1.813 -0.265
O 4.069 2.657 -1.328
N 2.156 1.147 -0.649
C 1.234 1.535 0.181
O 0.032 1.097 0.178
C 1.667 2.507 1.224
C 0.920 3.096 2.228
C 1.572 3.962 3.098
C 2.933 4.221 2.962
C 3.683 3.622 1.955
C 3.018 2.771 1.100
H -0.137 2.888 2.324
H 1.017 4.444 3.891
H 3.416 4.899 3.653
H 4.742 3.817 1.850

No. 2
A structure of composition C15H9Cl2CuNO, computed with ωB97M-V/def2-TZVPD.

- largest force on an atom (eV/A) = 0.509
- HOMO level (eV) = -4.01
- E_LUMO (eV) = 2.80
- charge = -1
- Kohn-Sham gap (eV) = 6.81

CARTESIAN COORDINATES (ANGSTROEM)
Cu 1.742 0.101 0.418
Cl 0.188 -4.725 0.710
C -0.213 -3.475 -0.439
C -1.293 -3.694 -1.292
C -1.660 -2.775 -2.229
Cl -3.020 -3.106 -3.289
C -0.934 -1.568 -2.350
C -1.217 -0.569 -3.310
C -0.456 0.561 -3.363
C 0.596 0.714 -2.438
N 0.884 -0.195 -1.542
C 0.153 -1.333 -1.476
C 0.574 -2.305 -0.449
O 1.551 -2.084 0.308
H -1.845 -4.621 -1.203
H -2.043 -0.716 -3.994
H -0.648 1.344 -4.085
H 1.193 1.618 -2.429
C 0.143 3.171 3.762
C -0.579 2.066 3.332
C -0.047 1.207 2.372
C 1.221 1.393 1.788
C 1.909 2.526 2.254
C 1.399 3.397 3.213
H -0.260 3.841 4.514
H -1.563 1.868 3.745
H -0.655 0.354 2.081
H 2.895 2.749 1.857
H 1.984 4.255 3.532

No. 3
A structure of composition C7H9FN2 in a non-equilibrium geometry, computed with ωB97M-V/def2-TZVPD.

- largest force on an atom (eV/A) = 6.819
- ΔE to the lowest compared entry with this formula, charge and spin (kJ/mol) = 354.05
- HOMO level (eV) = -9.29
- E_LUMO (eV) = 0.99
- Kohn-Sham gap (eV) = 10.28

CARTESIAN COORDINATES (ANGSTROEM)
C 0.317 -0.444 1.786
C -0.713 -0.112 2.670
C -0.162 -0.242 0.570
C 1.836 0.584 -1.332
C 2.005 -0.944 -1.281
C 0.636 -0.326 -1.253
C -2.373 0.688 -0.303
N -1.812 0.189 1.984
N -1.465 0.085 0.673
F -0.260 -0.383 -2.273
H 1.333 -0.609 2.033
H -0.585 -0.262 3.657
H 2.256 0.976 -0.449
H 2.099 1.121 -2.275
H 2.287 -1.489 -2.264
H 2.337 -1.210 -0.381
H -2.971 -0.187 -0.578
H -3.047 1.415 0.099
H -1.720 1.152 -1.082

No. 4
An isolated molecule of C3H4O2 in a non-equilibrium geometry, computed with ωB97M-V/def2-TZVPD.

- SMILES = C[C@]12O[C@H]1O2
- largest force on an atom (eV/A) = 3.642
- ΔE to the lowest compared entry with this formula, charge and spin (kJ/mol) = 444.24
- HOMO level (eV) = -8.95
- E_LUMO (eV) = 0.94
- Kohn-Sham gap (eV) = 9.88

CARTESIAN COORDINATES (ANGSTROEM)
C -0.377 -1.414 -0.027
C -0.504 -0.030 0.150
C 0.499 1.077 0.005
O -1.001 -0.832 1.179
O -1.148 -0.649 -0.962
H 0.300 -2.244 -0.067
H -0.105 2.013 -0.150
H 0.961 1.012 -0.926
H 1.376 1.067 0.798

No. 5
A structure of composition C5H6Br2 in a non-equilibrium geometry, computed with ωB97M-V/def2-TZVPD.

- largest force on an atom (eV/A) = 3.694
- ΔE to the lowest compared entry with this formula, charge and spin (kJ/mol) = 484.49
- HOMO level (alpha / beta) (eV) = -8.81 / -7.24
- E_LUMO (alpha / beta) (eV) = -0.14 / -1.25
- Kohn-Sham gap (alpha / beta) (eV) = 8.67 / 5.99

CARTESIAN COORDINATES (ANGSTROEM)
C -0.523 -1.359 -0.953
C -1.030 2.050 0.043
C -1.159 -0.608 -0.026
C -1.100 0.761 0.028
C 1.873 -0.285 1.056
Br 1.904 -1.977 0.160
Br 2.441 1.177 -0.091
H -0.876 -2.359 -0.904
H -0.369 -0.994 -1.963
H -0.223 2.584 0.521
H -1.761 2.574 -0.517
H -1.710 -1.056 0.734
H 2.533 -0.507 1.915

No. 6
A structure of composition C2H6BClKO2 in a non-equilibrium geometry, computed with ωB97M-V/def2-TZVPD.

- largest force on an atom (eV/A) = 2.850
- HOMO level (eV) = -13.15
- E_LUMO (eV) = -4.29
- charge = +1
- Kohn-Sham gap (eV) = 8.86

CARTESIAN COORDINATES (ANGSTROEM)
C -0.151 -1.551 0.367
O 0.463 -0.335 0.608
C 0.780 0.478 -0.540
B 0.183 1.940 -0.329
O -0.697 2.492 -1.144
Cl 0.767 2.849 1.051
H -0.967 -1.650 1.104
H 0.553 -2.368 0.555
H -0.604 -1.654 -0.608
H 0.438 0.045 -1.471
H 1.852 0.592 -0.600
H -1.230 1.802 -1.572
K -1.388 -2.640 2.579